1.
# C32H29Cl5IrN9O2S2

A molecular structure, C32H29Cl5IrN9O2S2 (ωB97M-V with the def2-TZVPD basis set, the Open Molecules 2025 dataset).

Element x y z (Å)
Ir1 -0.89817 0.78317 -0.25462
S1 -1.59493 -0.74491 -2.05324
C1 -0.85533 -2.07895 -1.16488
N1 -0.23645 -3.07493 -1.72316
N2 -0.05464 -3.01683 -3.07653
C2 0.93661 -3.75957 -3.63649
C3 1.26340 -3.57005 -4.99077
C4 2.29090 -4.28907 -5.57057
C5 3.02062 -5.21779 -4.83351
C6 2.69132 -5.41036 -3.49588
C7 1.67123 -4.69755 -2.89184
N3 -0.87625 -2.08749 0.19737
N4 -1.28470 -0.91403 0.75694
C8 -1.57637 -1.00779 2.10379
C9 -1.69915 0.13534 2.92063
C10 -1.95617 0.02035 4.27275
C11 -2.10779 -1.22694 4.87183
C12 -2.00018 -2.35898 4.07398
C13 -1.73627 -2.26692 2.71839
H1 -0.40937 -2.20333 -3.56872
H2 0.70636 -2.84422 -5.57131
H3 2.52875 -4.12110 -6.61424
H4 3.82243 -5.78010 -5.29346
H5 3.24846 -6.12977 -2.90579
H6 1.42071 -4.83616 -1.85093
H7 -1.60644 1.11478 2.47797
H8 -2.05806 0.92339 4.86408
H9 -2.32821 -1.31139 5.92786
H10 -2.13709 -3.34091 4.51330
H11 -1.66191 -3.15120 2.10434
Cl1 -1.11495 7.96696 -2.47250
C14 -0.78809 6.30248 -2.14803
C15 -1.72115 5.32178 -2.46354
Cl2 -3.19328 5.77530 -3.24266
C16 -1.47472 3.98453 -2.17893
Cl3 -2.60191 2.77896 -2.67846
C17 -0.28492 3.57107 -1.54126
O1 0.00328 2.35810 -1.22303
C18 0.68142 4.58567 -1.31072
Cl4 2.21713 4.09077 -0.70708
C19 0.42663 5.91668 -1.58275
Cl5 1.61460 7.11607 -1.21825
C20 -2.41247 1.56460 0.19596
C21 -3.51492 2.22191 0.66874
C22 -3.38634 3.14559 1.74927
C23 -4.51328 3.70144 2.30759
C24 -5.78481 3.41477 1.81072
C25 -5.91035 2.58105 0.69591
C26 -4.80928 1.99600 0.11976
H12 -2.39589 3.41894 2.09110
H13 -4.40335 4.38573 3.14045
H14 -6.66203 3.84911 2.27084
H15 -6.88963 2.39364 0.27279
H16 -4.90570 1.35175 -0.74337
C27 1.96527 -0.55260 4.29549
N5 1.75586 0.29671 3.14867
C28 1.49801 1.70949 3.30153
C29 0.82252 2.05975 1.98020
O2 0.34936 3.13466 1.72213
N6 0.77830 0.90757 1.20807
C30 1.28500 -0.08751 1.93487
N7 1.42236 -1.34073 1.47842
H17 2.91441 -0.31246 4.77768
H18 1.98993 -1.60047 4.00761
H19 1.15220 -0.42707 5.01685
H20 2.41340 2.28915 3.44051
H21 0.81184 1.91369 4.12687
H22 0.77561 -1.64130 0.71742
H23 1.53163 -2.06151 2.17436
C31 4.90436 -2.43132 -0.62568
N8 3.64145 -1.76275 -0.82297
C32 3.15293 -1.38869 -2.02252
N9 3.80645 -1.89031 -3.10751
S2 1.83300 -0.39062 -2.18990
H24 5.12894 -2.43962 0.43889
H25 5.71654 -1.91691 -1.14672
H26 4.87654 -3.47186 -0.96620
H27 3.15696 -1.37686 -0.02782
H28 4.32079 -2.75159 -3.00823
H29 3.29704 -1.79642 -3.97186

Cartesian forces (eV/Å) of the 3 atoms listed first:
Ir 0.3 -1.5 0.2
S 0.2 0.9 0.4
C 0.2 -0.4 0.7

Summary:
⟨S²⟩   0.79
Charge   -1
Spin multiplicity   2
Highest occupied orbital energy (alpha / beta)   -3.01 / -3.01 eV
Relative energy (zero: lowest compared OMol25 entry of this formula, charge and spin)   0.00 kcal/mol
HOMO-LUMO gap (alpha / beta)   4.482 / 4.517 eV
Total energy   -5081.756688 Ha



2.
# C19H34IrN2O4P2S

A molecular structure, C19H34IrN2O4P2S (ωB97M-V with the def2-TZVPD basis set, the Open Molecules 2025 dataset).

Element x y z (Å)
Ir1 -0.70541 0.44703 -0.85564
C1 -0.30747 -2.70089 -2.75314
P1 -1.25725 -1.18407 -2.43336
C2 -2.98946 -1.67143 -2.23785
C3 -1.17921 -0.52551 -4.14420
C4 -1.83774 0.83430 -4.12816
P2 -1.10739 1.75506 -2.73026
C5 -2.29163 3.13993 -2.70560
C6 0.42403 2.46696 -3.39690
H1 -0.71100 -3.10362 -3.68367
H2 -0.41762 -3.44606 -1.97121
H3 0.74552 -2.46771 -2.89772
H4 -3.31357 -2.22869 -3.11788
H5 -3.61639 -0.78942 -2.11504
H6 -3.08757 -2.28829 -1.34663
H7 -1.66321 -1.22940 -4.82289
H8 -0.12939 -0.45291 -4.43818
H9 -2.91093 0.74212 -3.94735
H10 -1.70827 1.40626 -5.04815
H11 -2.34899 3.50518 -3.73263
H12 -1.99997 3.96299 -2.06334
H13 -3.27358 2.78039 -2.39979
H14 0.24925 2.90868 -4.37892
H15 1.18845 1.69444 -3.46876
H16 0.77490 3.23705 -2.71204
C7 -1.48360 2.07729 4.55597
C8 -0.24773 2.60695 3.85239
N1 -0.60541 2.98337 2.47541
C9 0.07796 2.78235 1.36484
S1 -0.85697 2.81150 -0.13205
N2 1.39135 2.67177 1.29841
C10 2.41851 2.97787 2.29740
C11 3.22318 1.74579 2.67409
H17 -1.21719 1.73859 5.55579
H18 -1.90473 1.23263 4.01162
H19 -2.23639 2.86055 4.65948
H20 0.52403 1.83823 3.80486
H21 0.15370 3.47271 4.38203
H22 -1.59615 3.09808 2.31285
H23 1.72887 2.38420 0.39064
H24 1.94267 3.41971 3.16606
H25 3.06079 3.74741 1.86660
H26 2.59719 1.00226 3.16805
H27 4.03311 2.01947 3.34903
H28 3.66458 1.28261 1.79078
O1 -0.96922 -0.73854 2.95490
C12 -0.19911 -0.43393 2.08702
O2 -0.47097 0.46334 1.15384
H29 0.83142 -0.82818 2.06041
O3 0.97713 -1.09279 -0.59491
C13 0.29953 -2.03955 -0.08105
O4 -0.95955 -1.99365 -0.10307
C14 0.99949 -3.19559 0.52929
C15 0.26469 -4.16322 1.20810
C16 0.91831 -5.24039 1.78367
C17 2.29830 -5.35068 1.67919
C18 3.03234 -4.38425 1.00308
C19 2.38509 -3.30281 0.42983
H30 -0.80697 -4.04910 1.29493
H31 0.35339 -5.99038 2.32026
H32 2.80599 -6.19312 2.13029
H33 4.10753 -4.47465 0.92722
H34 2.93876 -2.53822 -0.09789

Cartesian forces (eV/Å) of the 3 atoms listed first:
Ir 0.8 0.1 -0.1
C 0.0 -0.1 0.1
P -0.2 0.1 0.0

Summary:
Charge   +1
Highest occupied orbital energy (alpha / beta)   -10.91 / -10.91 eV
Relative energy (zero: lowest compared OMol25 entry of this formula, charge and spin)   99.85 kcal/mol
HOMO-LUMO gap (alpha / beta)   7.103 / 7.095 eV
Total energy   -2339.927832 Ha



Question: Among the records above, which one has the highest total energy?
Answer: C19H34IrN2O4P2S



Question: The lowest charge belongs to which entry?
Answer: C32H29Cl5IrN9O2S2